Computed, not measured: 2 unconnected molecules or ions with the total composition CH5O2P2 at a distorted geometry, with wB97M-V/def2-TZVPD.

The calculation puts the largest force on an atom at 3.98 eV Å⁻¹. For the energy relative to the best compared isomer or geometry (same formula, charge and spin), the calculation gives 289.6 kJ/mol. The calculation puts the HOMO energy at -3.161 eV. As for the charge: -1. The calculated total energy comes out at -874.283772 a.u. Its HOMO-LUMO gap is 7.41 eV.

Last column: natural (NBO) charge in e.
CARTESIAN COORDINATES (ANGSTROEM)
1 H -0.603 -1.847 1.501  -0.192
2 P 1.032 -1.790 -0.261  0.268
3 H -1.270 1.931 0.888  0.458
4 P -0.550 -0.601 0.833  0.696
5 H 2.727 -0.680 -1.440  0.177
6 O -1.686 -0.595 -0.109  -1.228
7 H 1.729 0.550 -0.557  0.204
8 H -1.919 1.353 -0.279  0.506
9 C 2.034 -0.530 -0.626  -0.905
10 O -1.494 2.209 0.051  -0.984



Computed, not measured: a single CH5O2PS molecule at a distorted geometry, with wB97M-V/def2-TZVPD.

As for the SMILES: CSP(O)O. The calculation puts the largest force on an atom at 2.68 eV Å⁻¹. For the energy relative to the best compared isomer or geometry (same formula, charge and spin), the calculation gives 64.0 kJ/mol. The calculation puts the HOMO energy at -8.573 eV. The calculated total energy comes out at -931.140654 a.u. Its HOMO-LUMO gap is 8.98 eV.

Last column: natural (NBO) charge in e.
CARTESIAN COORDINATES (ANGSTROEM)
1 C 1.818 0.334 -0.227  -0.712
2 H 2.559 0.450 0.588  0.227
3 H -1.904 0.807 1.254  0.506
4 H 2.554 0.085 -0.952  0.221
5 H 1.056 1.085 -0.355  0.217
6 O -1.247 1.079 0.596  -1.013
7 O -2.354 -0.892 -0.184  -1.014
8 H -2.138 -1.836 -0.394  0.512
9 S 0.752 -1.113 0.271  -0.268
10 P -1.096 0.003 -0.596  1.324



Computed, not measured: a single CH5O2PS molecule at a distorted geometry, with wB97M-V/def2-TZVPD.

As for the SMILES: CSP(O)O. The calculation puts the largest force on an atom at 2.96 eV Å⁻¹. For the energy relative to the best compared isomer or geometry (same formula, charge and spin), the calculation gives 87.2 kJ/mol. The calculation puts the HOMO energy at -8.432 eV. The calculated total energy comes out at -931.131838 a.u. Its HOMO-LUMO gap is 8.74 eV.

Last column: natural (NBO) charge in e.
CARTESIAN COORDINATES (ANGSTROEM)
1 H -0.823 0.854 -1.976  0.513
2 S 0.265 0.859 0.897  -0.268
3 O -2.320 1.818 -0.481  -1.003
4 H 0.419 -1.458 1.600  0.216
5 C 1.085 -0.726 1.037  -0.793
6 H 2.144 -0.654 1.617  0.237
7 O -1.381 0.057 -1.752  -0.998
8 P -1.931 0.257 -0.280  1.375
9 H 1.331 -1.237 0.009  0.214
10 H -2.726 2.146 0.362  0.506



Computed, not measured: 2 unconnected molecules or ions with the total composition CH5OP at a distorted geometry, with wB97M-V/def2-TZVPD.

As for the SMILES: O=P.C. The calculation puts the largest force on an atom at 3.10 eV Å⁻¹. For the energy relative to the best compared isomer or geometry (same formula, charge and spin), the calculation gives 123.3 kJ/mol. The calculation puts the HOMO energy at -9.750 eV. The calculated total energy comes out at -457.634216 a.u. Its HOMO-LUMO gap is 8.73 eV.

Last column: natural (NBO) charge in e.
CARTESIAN COORDINATES (ANGSTROEM)
1 H -1.831 -0.260 1.226  0.223
2 P 2.358 -0.560 0.148  1.141
3 C -1.532 0.425 0.279  -0.859
4 H 2.416 -1.933 -0.542  -0.187
5 H -1.430 1.510 0.506  0.221
6 O 2.914 0.335 -0.861  -0.954
7 H -2.318 0.407 -0.469  0.216
8 H -0.577 0.075 -0.287  0.199



Computed, not measured: 2 unconnected molecules or ions with the total composition CH5OP at a distorted geometry, with wB97M-V/def2-TZVPD.

The calculation puts the largest force on an atom at 2.43 eV Å⁻¹. For the energy relative to the best compared isomer or geometry (same formula, charge and spin), the calculation gives 364.8 kJ/mol. The calculation puts the HOMO energy (spin up / spin down) at -8.109 / -8.176 eV. The calculated total energy comes out at -457.542247 a.u. Its HOMO-LUMO gap (spin up / spin down) is 7.64 / 8.53 eV.

Last column: natural (NBO) charge in e.
CARTESIAN COORDINATES (ANGSTROEM)
1 H 2.253 -0.682 -0.700  0.505
2 C 0.733 0.109 0.504  -0.023
3 P -2.048 -0.091 0.008  -0.018
4 H 0.679 -0.708 1.125  0.141
5 H -2.404 1.035 -0.665  -0.049
6 H 0.436 1.079 1.028  0.187
7 O 1.888 0.107 -0.229  -0.709
8 H -1.538 -0.848 -1.071  -0.033



Computed, not measured: 2 unconnected molecules or ions with the total composition CH5OPS2 at a distorted geometry, with wB97M-V/def2-TZVPD.

As for the SMILES: CP(=O)=S.S. The calculation puts the largest force on an atom at 3.43 eV Å⁻¹. For the energy relative to the best compared isomer or geometry (same formula, charge and spin), the calculation gives 156.1 kJ/mol. The calculation puts the HOMO energy at -9.511 eV. The calculated total energy comes out at -1254.057732 a.u. Its HOMO-LUMO gap is 8.96 eV.

Last column: natural (NBO) charge in e.
CARTESIAN COORDINATES (ANGSTROEM)
1 H -2.582 0.515 0.642  0.136
2 S -2.178 0.367 1.920  -0.299
3 H -0.555 -1.376 -0.663  0.257
4 H 1.116 -1.325 -1.347  0.252
5 O 2.397 0.866 -1.009  -0.997
6 P 1.376 0.305 -0.111  1.597
7 H -0.159 -0.392 -2.079  0.267
8 S 1.631 0.448 1.831  -0.442
9 H -1.212 1.346 1.938  0.163
10 C 0.165 -0.754 -1.122  -0.934



Computed, not measured: a single CH5P molecule at a distorted geometry, with wB97M-V/def2-TZVPD.

As for the SMILES: CP. The calculation puts the largest force on an atom at 3.36 eV Å⁻¹. For the energy relative to the best compared isomer or geometry (same formula, charge and spin), the calculation gives 15.0 kJ/mol. The calculation puts the HOMO energy at -9.271 eV. The calculated total energy comes out at -382.407730 a.u. Its HOMO-LUMO gap is 10.28 eV.

Last column: natural (NBO) charge in e.
CARTESIAN COORDINATES (ANGSTROEM)
1 H 1.433 0.240 -1.207  -0.042
2 H -0.473 -1.060 -0.845  0.229
3 P 1.299 -0.011 0.170  0.286
4 H -1.183 0.399 0.080  0.227
5 H 1.632 -1.417 0.128  -0.032
6 H -0.589 -1.087 1.026  0.224
7 C -0.522 -0.432 0.064  -0.892



Computed, not measured: 2 unconnected molecules or ions with the total composition CH5PS at a distorted geometry, with wB97M-V/def2-TZVPD.

As for the SMILES: C=S.P. The calculation puts the largest force on an atom at 4.11 eV Å⁻¹. For the energy relative to the best compared isomer or geometry (same formula, charge and spin), the calculation gives 202.8 kJ/mol. The calculation puts the HOMO energy at -8.851 eV. The calculated total energy comes out at -780.545267 a.u. Its HOMO-LUMO gap is 8.61 eV.

Last column: natural (NBO) charge in e.
CARTESIAN COORDINATES (ANGSTROEM)
1 H -2.794 -0.772 0.847  0.000
2 H 2.693 1.156 0.169  0.182
3 H -1.279 0.403 0.015  -0.005
4 C 2.402 0.165 0.101  -0.492
5 H -3.222 0.565 -0.846  -0.016
6 P -2.408 -0.415 -0.451  0.021
7 H 1.420 -0.059 0.654  0.181
8 S 3.187 -1.042 -0.489  0.129



Computed, not measured: a molecular structure, CH5PS2 at a distorted geometry, with wB97M-V/def2-TZVPD.

The calculation puts the largest force on an atom at 3.89 eV Å⁻¹. For the energy relative to the best compared isomer or geometry (same formula, charge and spin), the calculation gives 199.6 kJ/mol. The calculation puts the HOMO energy at -8.761 eV. The calculated total energy comes out at -1178.770840 a.u. Its HOMO-LUMO gap is 8.55 eV.

Last column: natural (NBO) charge in e.
CARTESIAN COORDINATES (ANGSTROEM)
1 H -0.433 0.785 2.210  0.226
2 H 0.172 -0.872 1.586  0.213
3 S 1.595 -0.059 -1.836  -0.533
4 P 0.033 0.403 -0.800  0.689
5 C 0.293 0.215 1.584  -0.691
6 H -0.856 -1.877 -1.581  0.185
7 H 1.373 0.563 1.368  0.236
8 H -0.549 1.588 -1.324  -0.014
9 S -1.627 -0.745 -1.206  -0.310



Computed, not measured: 2 unconnected molecules or ions with the total composition CH5PS2 at a distorted geometry, with wB97M-V/def2-TZVPD.

As for the SMILES: CP=S.S. The calculation puts the largest force on an atom at 3.42 eV Å⁻¹. For the energy relative to the best compared isomer or geometry (same formula, charge and spin), the calculation gives 161.1 kJ/mol. The calculation puts the HOMO energy at -8.940 eV. The calculated total energy comes out at -1178.785489 a.u. Its HOMO-LUMO gap is 7.62 eV.

Last column: natural (NBO) charge in e.
CARTESIAN COORDINATES (ANGSTROEM)
1 H -1.117 1.426 -2.283  0.245
2 S -0.934 -1.199 0.352  -0.404
3 C -1.676 0.729 -1.709  -1.034
4 S 3.514 -1.171 2.679  -0.292
5 H 3.067 -0.842 1.469  0.141
6 P -0.868 0.706 -0.091  0.679
7 H 2.460 -0.542 3.281  0.151
8 H -2.720 1.180 -1.820  0.262
9 H -1.726 -0.286 -1.877  0.254